{"formula": "C19H24N4O2Pt", "method": "wB97M-V/def2-TZVPD", "total_energy_ev": -33375.594, "largest_force_ev_per_a": 3.74, "charge": 2, "e_homo_ev": [-14.78, -14.78], "e_lumo_ha": [-0.314, -0.314], "elements": ["C", "H", "H", "C", "N", "C", "C", "C", "C", "C", "O", "C", "C", "O", "H", "H", "C", "H", "H", "C", "N", "H", "H", "C", "H", "C", "H", "N", "H", "H", "N", "Pt", "H", "C", "H", "H", "H", "C", "H", "H", "H", "H", "H", "H", "H", "C", "H", "C", "C", "C"], "positions_angstrom": [[-2.44979, 3.06606, 2.53824], [1.06375, -4.60593, -0.74804], [0.05461, 3.39809, 1.04169], [2.97838, 0.03587, -1.54597], [-2.07815, 0.91036, 1.79587], [1.03158, 1.28395, -0.48313], [-0.41450, 2.42546, 1.10905], [2.39108, -0.50348, 0.86329], [2.89108, 0.87639, -2.56907], [-0.03606, -2.80861, -0.44337], [1.06459, -0.93684, -1.21074], [1.88357, 1.91848, -2.61658], [-1.17469, -3.20194, 0.39984], [-2.80582, -2.51600, 1.82296], [-0.96787, -5.23699, 0.93398], [2.97603, 1.33797, 1.88783], [-0.18383, 3.08427, -1.85576], [-0.51671, 3.58560, -0.95175], [3.65552, -0.13509, 2.57571], [0.71424, -3.74450, -1.31802], [-1.66934, -2.24427, 1.10801], [-3.88145, 0.09378, 2.46529], [-1.72389, 1.54033, -1.79456], [3.39690, 0.36205, 1.64325], [1.50951, -0.66367, 1.48025], [-1.68341, -4.59616, 0.41078], [3.58495, 0.78656, -3.39365], [0.18579, 1.33089, 0.53776], [0.08766, -4.11262, -2.13300], [3.75933, -0.71105, -1.51133], [0.20331, -1.54316, -0.38639], [-0.92685, -0.44016, 0.79539], [1.56682, -3.23173, -1.75481], [2.04471, 0.15313, -0.43648], [-1.75354, -4.96592, -0.61262], [-2.18524, 3.00110, -2.67606], [-2.64908, -4.67025, 0.89661], [-3.51247, 2.29464, 2.88257], [4.31372, 0.51674, 1.07507], [-4.40288, 2.58934, 3.41251], [-2.30422, 4.11866, 2.71961], [1.82613, 2.52396, -3.51389], [-2.61133, -2.24742, 2.73589], [-1.06965, 1.84265, -3.40592], [0.14758, 3.87141, -2.53291], [-3.24381, 0.96261, 2.38721], [2.83975, -1.47175, 0.63597], [0.97852, 2.15071, -1.61363], [-1.36129, 2.32004, -2.47027], [-1.54322, 2.20646, 1.82335]], "forces_ev_per_a": [[-0.0268, -0.1304, -0.1235], [-0.0603, -0.0216, 0.0190], [0.0727, -0.0305, 0.0320], [1.5269, 1.1518, -0.0179], [-0.0704, -0.5756, 0.0186], [0.5113, 1.0757, 0.2133], [-0.2142, -0.0179, -0.0798], [0.8864, 0.7955, 0.5017], [0.2672, 0.4230, -0.4678], [0.5271, 0.1956, -0.6983], [0.3147, -0.5717, 0.0836], [0.0652, -0.2425, 0.4505], [-0.3472, -0.5245, 0.3787], [0.0867, -0.1518, 0.1549], [-0.0110, -0.0053, 0.0017], [-0.0094, -0.0044, 0.0087], [0.0119, -0.0022, -0.0654], [0.0634, 0.0686, -0.0251], [0.0327, 0.0332, 0.0016], [0.0337, -0.0107, -0.0500], [-0.4229, 0.0896, -0.5095], [-0.0139, 0.0014, -0.0026], [-0.0075, 0.0133, -0.0051], [-0.0671, -0.1168, -0.0470], [0.0539, 0.0444, -0.0616], [0.1288, -0.0484, -0.0682], [-0.0874, 0.0352, -0.0870], [-0.5083, -0.6045, -0.0767], [-0.0462, -0.0025, 0.0380], [-0.1863, -0.2103, 0.1020], [-0.7222, 0.0716, 0.8547], [0.6658, 1.3385, 0.5073], [0.0007, -0.0374, -0.0017], [-2.7140, -2.3970, -0.9538], [-0.0307, -0.0152, 0.0084], [-0.0164, -0.0257, -0.0019], [0.0005, 0.0111, 0.0024], [0.0281, -0.2585, -0.1034], [0.0229, 0.0074, 0.0091], [-0.0008, 0.0056, -0.0069], [-0.0019, -0.0010, 0.0308], [-0.0412, -0.0320, -0.0362], [-0.0471, 0.0305, -0.0281], [-0.0103, 0.0084, -0.0144], [-0.0186, 0.0138, -0.0072], [-0.0535, 0.2759, 0.2956], [-0.0254, -0.0189, -0.0620], [0.1634, -0.0018, 0.0607], [0.0238, 0.0206, 0.0405], [0.2730, 0.3480, -0.2130]], "lowdin_charge": [0.035, 0.112, 0.156, 0.006, -0.120, -0.112, -0.014, -0.180, 0.007, -0.200, -0.061, 0.099, -0.211, 0.020, 0.122, 0.084, -0.178, 0.090, 0.092, 0.036, -0.172, 0.126, 0.064, -0.036, 0.083, 0.039, 0.134, -0.032, 0.117, 0.152, -0.150, 1.270, 0.093, -0.230, 0.110, 0.090, 0.096, -0.001, 0.090, 0.123, 0.133, 0.146, 0.135, 0.088, 0.128, -0.055, 0.138, -0.133, -0.057, -0.271]}

{"formula": "C2F6NO2PbS2", "method": "wB97M-V/def2-TZVPD", "total_energy_ev": -50873.177, "largest_force_ev_per_a": 5.68, "charge": 1, "e_homo_ev": -14.34, "e_above_lowest_kj_mol": 0.0, "e_lumo_ha": -0.186, "elements": ["S", "F", "O", "S", "C", "C", "F", "N", "O", "F", "F", "F", "Pb", "F"], "positions_angstrom": [[-0.81728, 1.23815, -0.79269], [-2.04292, -0.97987, -1.63721], [0.97718, -1.24923, 0.05015], [-0.20782, -0.91006, 0.98572], [-1.31389, -0.00937, -2.15135], [0.77497, -0.18912, 2.42822], [1.78226, 0.54663, 1.92536], [-1.01847, 0.44506, 0.58723], [0.67780, 1.42348, -1.16135], [0.01958, 0.56873, 3.18184], [1.27836, -1.18196, 3.12742], [-0.24798, -0.52336, -2.74654], [2.16782, 0.17071, -0.75038], [-2.02959, 0.65021, -3.04643]], "forces_ev_per_a": [[-1.1443, 0.0320, 0.8082], [0.0802, -0.0688, 0.2129], [-2.0068, -1.6042, 1.0585], [-1.1609, -0.2240, 0.7689], [-0.4167, 0.1331, -0.2112], [-0.4921, -0.2326, 0.2932], [0.3524, 0.3488, -0.2146], [0.9479, -0.0346, -0.9743], [-2.4672, 1.8227, -0.5625], [0.0052, -0.0191, -0.1233], [0.1036, -0.0908, -0.0877], [0.4907, -0.1984, -0.0317], [5.5711, 0.0332, -1.0924], [0.1369, 0.1027, 0.1559]], "lowdin_charge": [1.045, 0.158, -0.703, 1.048, -0.749, -0.757, 0.051, -0.535, -0.727, 0.189, 0.177, 0.123, 1.517, 0.162]}

{"formula": "H3O5PS", "method": "wB97M-V/def2-TZVPD", "total_energy_ev": -30410.562, "largest_force_ev_per_a": 1.54, "e_homo_ev": -10.37, "e_above_lowest_kj_mol": 156.2, "e_lumo_ha": 0.014, "elements": ["O", "O", "H", "H", "P", "O", "O", "S", "H", "O"], "positions_angstrom": [[-1.46187, -0.70201, -0.76698], [1.40767, 0.16709, 2.50723], [-0.64491, 0.74602, -2.57779], [1.58568, 1.05512, 0.07689], [-0.05405, -0.83848, -1.20164], [0.10192, 0.14425, -2.47645], [-0.56963, -0.92642, 1.62008], [0.17636, 0.45650, 1.84845], [-1.18695, -0.94789, 0.84078], [0.64578, 0.84582, 0.12943]], "forces_ev_per_a": [[-0.7429, -0.1741, 0.5815], [0.3461, -0.2478, 0.1191], [-0.2005, 0.1012, 0.0072], [0.3057, -0.0777, 0.2438], [0.5940, 0.3056, -1.3870], [0.4377, -0.3724, 0.0727], [0.8775, 0.2582, 0.5535], [-0.4466, 0.5273, -0.7422], [-0.3146, 0.2881, -0.3870], [-0.8564, -0.6084, 0.9383]], "lowdin_charge": [-0.443, -0.390, 0.060, 0.061, 0.798, -0.282, -0.315, 0.923, -0.001, -0.411]}